{"formula": "C37H49F7N4O21", "method": "wB97M-V/def2-TZVPD", "homo_lumo_gap_ev": 9.1, "total_charge": 0, "species": ["C", "C", "C", "C", "N", "H", "H", "H", "H", "H", "H", "H", "C", "C", "C", "C", "N", "H", "H", "H", "H", "H", "H", "H", "C", "C", "C", "C", "N", "H", "H", "H", "H", "H", "H", "H", "C", "C", "C", "C", "N", "H", "H", "H", "H", "H", "H", "H", "C", "C", "O", "C", "O", "O", "F", "H", "H", "H", "C", "C", "O", "C", "O", "O", "F", "H", "H", "H", "C", "C", "O", "C", "O", "O", "F", "H", "H", "H", "C", "C", "O", "C", "O", "O", "F", "H", "H", "H", "C", "C", "O", "C", "O", "O", "F", "H", "H", "H", "C", "C", "O", "C", "O", "O", "F", "H", "H", "H", "C", "C", "O", "C", "O", "O", "F", "H", "H", "H"], "xyz": [[0.8501, 6.4005, -0.3359], [0.7922, 4.8870, -0.3033], [-0.1898, 4.2154, -1.2955], [-1.6160, 4.6353, -1.1911], [-2.7355, 4.8728, -1.1293], [1.4142, 6.8522, 0.4801], [-0.1728, 6.7723, -0.2779], [1.2237, 6.6205, -1.3360], [0.5141, 4.6026, 0.7115], [1.7498, 4.4536, -0.5920], [-0.2741, 3.1354, -1.1741], [0.0328, 4.4687, -2.3320], [-5.0840, 1.0899, 0.0939], [-5.3218, 2.4968, 0.6633], [-6.4322, 3.2508, -0.1615], [-7.8193, 2.7373, 0.0090], [-8.8822, 2.2624, 0.1723], [-4.1366, 0.7004, 0.4665], [-4.9940, 1.1601, -0.9901], [-5.8230, 0.3326, 0.3555], [-4.3900, 3.0492, 0.5412], [-5.6197, 2.4245, 1.7093], [-6.1971, 3.1482, -1.2209], [-6.3476, 4.3255, -0.0002], [-1.2934, 0.7093, 0.6809], [-1.4576, -0.4913, -0.3185], [-0.1702, -1.3318, -0.4288], [0.4869, -1.6636, 0.8036], [1.0421, -1.9482, 1.7993], [-0.4432, 1.3368, 0.4138], [-1.1165, 0.3272, 1.6863], [-2.1941, 1.3083, 0.8155], [-1.7762, -0.1649, -1.3085], [-2.1707, -1.1863, 0.1251], [0.5578, -0.7184, -0.9596], [-0.3540, -2.1960, -1.0672], [3.5488, 1.4236, -2.6083], [4.5078, 0.5459, -1.8855], [4.0246, -0.9103, -1.8082], [4.9805, -1.6850, -0.9874], [5.6960, -2.3176, -0.3503], [3.8976, 2.4347, -2.8183], [2.7031, 1.6853, -1.9724], [3.1207, 1.1471, -3.5719], [4.6629, 0.9730, -0.8947], [5.4840, 0.5489, -2.3705], [3.7891, -1.3822, -2.7622], [3.1184, -0.8607, -1.2046], [0.0879, -3.4652, -6.0836], [0.9207, -4.3349, -5.2407], [0.9765, -3.6305, -4.0303], [0.7815, -2.3072, -4.2847], [1.0652, -1.3772, -3.4893], [0.3069, -2.1990, -5.5108], [2.1713, -4.2833, -5.6588], [-0.9447, -3.7997, -5.9834], [0.3100, -3.4940, -7.1503], [0.5290, -5.3520, -5.2260], [-3.9305, -4.1287, -2.3697], [-2.6420, -4.7163, -1.9311], [-2.8642, -5.0312, -0.6290], [-3.6802, -4.1370, -0.1076], [-3.7594, -3.8032, 1.0756], [-4.3288, -3.5479, -1.1052], [-1.7597, -3.7556, -2.2097], [-4.6987, -4.8311, -2.6931], [-3.7544, -3.4316, -3.1889], [-2.3087, -5.6156, -2.4490], [-0.7535, 1.3735, -5.1338], [-1.3747, 1.8511, -3.8845], [-1.4566, 3.2677, -4.1001], [-0.5111, 3.5385, -5.0619], [-0.2015, 4.6874, -5.3871], [-0.0310, 2.4944, -5.5409], [-0.4481, 1.6566, -2.9241], [-1.4841, 1.0558, -5.8777], [-0.0595, 0.5375, -5.0465], [-2.2858, 1.3047, -3.6407], [-1.1435, 5.6802, 2.8796], [-1.3389, 4.2146, 3.0040], [-0.0295, 3.7380, 3.1992], [0.6130, 4.6902, 3.8195], [1.6901, 4.6026, 4.3490], [-0.0819, 5.8482, 3.8226], [-1.7026, 3.7408, 1.7956], [-1.9836, 6.2435, 3.2858], [-0.8874, 5.9752, 1.8620], [-2.1313, 3.9679, 3.7107], [1.0027, 1.1780, 5.3887], [1.2965, 0.3885, 4.0859], [2.6293, 0.1046, 4.2446], [3.1876, 0.9725, 5.2070], [4.3712, 1.2101, 5.3799], [2.2562, 1.6080, 5.8878], [1.0987, 1.1845, 3.0587], [0.4999, 0.5840, 6.1519], [0.3484, 2.0276, 5.1935], [0.7596, -0.5570, 4.0103], [0.2510, -5.2652, 1.2847], [1.6611, -5.7596, 1.1385], [1.8095, -6.5754, 2.2312], [0.8809, -6.3237, 3.1277], [0.7596, -6.7697, 4.2754], [-0.0122, -5.4603, 2.6053], [2.6115, -4.7725, 1.2297], [-0.4067, -5.7046, 0.5347], [0.3278, -4.2366, 0.9324], [1.6936, -6.1412, 0.1180], [4.7545, -2.9641, 3.6154], [3.5190, -3.3299, 4.4491], [3.8987, -2.6815, 5.6336], [5.2240, -2.4045, 5.6920], [5.8361, -1.9255, 6.6794], [5.7877, -2.7311, 4.5472], [3.5033, -4.6800, 4.5225], [4.6963, -1.9929, 3.1241], [5.1337, -3.6696, 2.8760], [2.5583, -3.0183, 4.0391]], "forces_ev_per_angstrom": [[-0.660, -0.438, -0.953], [-0.407, -0.679, 0.235], [-1.251, 0.985, 0.178], [0.769, -0.114, 0.318], [-0.363, 0.131, 0.077], [0.261, -0.170, -0.279], [-0.072, 0.274, -0.023], [0.219, 0.812, 0.206], [0.261, -0.551, -0.078], [0.200, 0.022, 0.505], [0.617, 0.043, -0.030], [0.486, -0.230, -0.049], [0.357, 0.056, 0.225], [-1.057, -0.465, -0.876], [0.408, -0.333, 0.085], [-1.853, -1.016, 0.730], [2.851, 1.336, -0.506], [0.013, -0.019, 0.003], [-0.055, -0.151, -0.103], [-0.290, 0.281, -0.077], [-0.142, 0.253, 0.204], [0.162, 0.235, 0.038], [0.050, -0.150, -0.107], [-0.446, -0.022, 0.334], [-0.121, -0.867, -0.329], [0.199, 0.221, 1.817], [-0.003, 1.262, -1.362], [1.387, -1.182, 3.328], [-1.442, 0.804, -2.550], [-0.074, 0.126, -0.026], [0.306, -0.178, -0.032], [0.072, 0.089, -0.546], [0.036, -0.125, 0.059], [-0.587, 0.220, -0.261], [0.191, -0.042, -0.302], [0.183, -0.173, 0.273], [-1.358, 1.838, -0.385], [0.790, -0.376, -0.773], [0.200, 0.554, 1.524], [-0.380, -0.335, -0.611], [0.029, 0.112, 0.043], [0.789, -0.018, 0.092], [-0.392, -0.470, 0.171], [0.229, -0.805, 0.045], [0.015, -0.331, 0.133], [0.088, 0.076, -0.065], [0.251, 0.094, 0.065], [-0.343, -0.360, -0.170], [-1.211, -0.259, -0.794], [-0.279, 0.214, 0.222], [-0.689, -0.130, 1.465], [1.549, 2.182, 3.069], [-1.413, -3.542, -3.210], [-0.620, 1.760, -0.725], [2.194, -0.867, -1.219], [-0.313, 0.451, 0.151], [0.390, 0.259, 0.205], [0.357, -0.065, 0.802], [-1.274, -0.273, 0.162], [-1.171, -2.260, -2.500], [2.424, -1.339, 1.178], [-0.924, 2.809, 4.065], [0.120, -1.458, -3.506], [-1.165, 1.065, -1.085], [2.249, 1.245, 0.814], [0.073, -0.165, 0.165], [-0.268, 0.473, 0.551], [-0.061, -0.073, 0.097], [0.054, -1.712, -1.127], [0.078, 0.455, -0.290], [-0.543, -1.368, 0.190], [-0.797, 7.239, 0.651], [-0.866, -2.885, 1.105], [2.247, -3.024, -2.676], [0.363, -0.249, 1.488], [-0.173, 0.433, -0.231], [-0.058, 0.098, 0.545], [-0.291, 0.825, 0.305], [-0.451, 1.050, 1.352], [-0.613, 0.111, -1.899], [-1.456, -1.453, 0.211], [3.442, 1.793, 2.205], [-1.161, -0.385, -0.703], [0.116, 0.340, -0.590], [-0.723, -0.785, -0.693], [-0.035, 0.056, -0.434], [0.123, 0.053, 0.100], [0.577, -0.670, 0.475], [-1.450, -0.125, 0.210], [-0.274, -0.461, 3.256], [1.937, 0.465, 0.725], [3.660, 0.876, -0.295], [-2.662, -1.485, -0.915], [-1.074, -0.345, -0.397], [-0.310, 0.842, -2.070], [0.150, -0.278, -0.036], [0.309, 0.133, -0.131], [-0.167, 0.192, -0.393], [1.153, 1.555, -2.163], [-0.514, 0.776, -1.157], [1.830, -1.770, -0.575], [-2.022, -0.811, 4.743], [0.934, 1.185, -3.943], [-1.412, 0.259, 1.324], [-0.170, 0.071, -0.019], [-0.396, -0.773, 0.632], [-0.434, 0.467, 0.830], [1.063, -1.037, 0.393], [0.262, 0.871, -1.750], [2.212, 0.884, -1.610], [-1.470, -0.225, 1.291], [2.727, 1.594, 3.844], [-2.842, -1.955, -3.733], [0.612, -0.308, 0.543], [-0.350, -0.770, 0.978], [-0.825, -0.071, -0.360], [-0.489, -0.295, 0.247], [0.093, 0.365, 0.443]]}